# 1
Density functional theory data (the ωB97M-V functional and the def2-TZVPD basis) for a molecular structure, C25H14BrCl2N4O4Pd.

* energy above the lowest of the compared OMol25 structures with the same formula, charge and spin: 0.198 eV
* HOMO-LUMO gap (spin up / spin down): 7.7403 / 5.1584 eV
* 2S+1: 5
* E_tot: -138862.396 eV
* HOMO (spin up / spin down): -11.23 / -11.43 eV
* charge: +1

Positions of all 51 atoms, in Å:
Pd  -0.154  0.607  0.162
Cl  6.215  0.929  2.704
C  4.570  0.537  2.524
C  3.998  0.645  1.280
C  2.649  0.328  1.120
N  1.950  0.382  -0.047
C  2.477  0.443  -1.324
O  3.651  0.534  -1.587
C  1.430  0.348  -2.395
C  1.769  0.530  -3.719
C  0.769  0.429  -4.673
C  -0.524  0.140  -4.266
C  -0.776  -0.031  -2.918
N  0.185  0.068  -2.000
C  1.875  -0.117  2.256
C  2.492  -0.226  3.525
C  3.806  0.099  3.659
Cl  4.545  -0.020  5.194
N  0.603  -0.392  1.960
C  -0.349  -0.889  2.830
O  -0.166  -1.286  3.954
C  -1.717  -0.926  2.205
C  -2.814  -1.285  2.959
C  -4.061  -1.290  2.353
C  -4.164  -0.948  1.015
C  -3.018  -0.603  0.325
N  -1.819  -0.602  0.911
H  4.584  0.965  0.434
H  2.799  0.743  -3.970
H  0.996  0.576  -5.721
H  -1.331  0.050  -4.979
H  -1.770  -0.266  -2.562
H  1.923  -0.567  4.375
H  -2.668  -1.547  3.997
H  -4.943  -1.553  2.922
H  -5.118  -0.939  0.507
H  -3.052  -0.326  -0.719
Br  -1.632  9.000  1.581
C  -1.385  7.156  1.286
C  -0.982  6.350  2.341
C  -0.807  4.995  2.123
C  -1.031  4.460  0.857
C  -1.432  5.281  -0.192
C  -1.613  6.637  0.020
C  -0.850  3.020  0.622
O  -0.566  2.226  1.582
O  -0.964  2.528  -0.549
H  -0.809  6.782  3.317
H  -0.499  4.344  2.930
H  -1.601  4.851  -1.170
H  -1.926  7.287  -0.784

Results of the Löwdin charge analysis, in e, for atoms 1 through 5: atom 1 (Pd): 1.28, atom 2 (Cl): 0.78, atom 3 (C): -0.64, atom 4 (C): -0.02, atom 5 (C): -0.16

=====

# 2
Density functional theory data (the ωB97M-V functional and the def2-TZVPD basis) for a molecular structure, C6H13FNO5S2.

* energy above the lowest of the compared OMol25 structures with the same formula, charge and spin: 0.000 eV
* HOMO-LUMO gap: 9.5339 eV
* E_tot: -42549.879 eV
* HOMO: -6.29 eV
* charge: -1

Positions of all 28 atoms, in Å:
C  2.850  -1.660  0.702
O  3.060  -0.330  1.115
C  1.960  0.524  0.805
C  1.878  0.831  -0.680
C  0.626  1.601  -1.123
C  -0.697  1.173  -0.496
C  -1.337  -0.021  -1.225
S  -1.581  -1.473  -0.211
O  -0.498  -1.488  0.745
O  -1.643  -2.600  -1.109
N  -3.048  -1.377  0.472
S  -3.419  -0.133  1.354
O  -2.396  0.408  2.191
O  -4.724  -0.305  1.907
F  -3.635  1.021  0.256
H  3.092  -1.811  -0.355
H  1.811  -1.969  0.854
H  3.497  -2.307  1.292
H  2.165  1.447  1.349
H  1.050  0.063  1.190
H  2.746  1.450  -0.923
H  1.980  -0.083  -1.265
H  0.776  2.668  -0.937
H  0.553  1.502  -2.209
H  -1.393  2.008  -0.582
H  -0.616  0.964  0.567
H  -0.738  -0.349  -2.072
H  -2.320  0.245  -1.611

Results of the Löwdin charge analysis, in e, for atoms 1 through 5: atom 1 (C): -0.12, atom 2 (O): -0.19, atom 3 (C): -0.23, atom 4 (C): -0.17, atom 5 (C): -0.20

=====

# 3
Density functional theory data (the ωB97M-V functional and the def2-TZVPD basis) for 2 unconnected molecules or ions with the total composition C4H5N2O2.

* energy above the lowest of the compared OMol25 structures with the same formula, charge and spin: 5.310 eV
* HOMO-LUMO gap (spin up / spin down): 7.8182 / 7.8161 eV
* E_tot: -11290.149 eV
* HOMO (spin up / spin down): -14.09 / -14.09 eV
* charge: +1

Positions of all 13 atoms, in Å:
C  0.515  1.330  -0.052
C  1.680  0.668  -0.134
C  -0.535  0.294  0.106
C  1.498  -0.737  0.071
N  0.050  -0.840  0.220
N  -3.059  -0.031  0.078
O  -3.481  1.000  0.284
O  -3.152  -1.144  -0.084
H  0.389  2.421  -0.486
H  2.675  1.131  -0.271
H  1.666  -1.325  -0.810
H  2.059  -1.020  0.971
H  -0.304  -1.747  0.106

Results of the Löwdin charge analysis, in e, for atoms 1 through 5: atom 1 (C): -0.04, atom 2 (C): -0.06, atom 3 (C): 0.02, atom 4 (C): -0.14, atom 5 (N): 0.04

=====

# 4
Density functional theory data (the ωB97M-V functional and the def2-TZVPD basis) for 3 unconnected molecules or ions with the total composition C16H41N4O6.

* HOMO-LUMO gap: 7.0488 eV
* E_tot: -35491.594 eV
* HOMO: -11.05 eV
* charge: +1

Positions of all 67 atoms, in Å:
C  -1.217  0.583  -0.086
N  -0.664  -0.623  -0.741
C  -1.061  -0.696  -2.159
N  0.080  -0.851  -3.094
C  0.822  0.161  -3.442
N  0.674  1.493  -3.002
N  1.916  -0.132  -4.333
C  1.476  0.197  -5.747
H  -2.336  0.598  -0.167
H  -0.916  0.600  0.991
H  -0.877  1.515  -0.627
H  0.356  -0.613  -0.739
H  -1.691  -1.619  -2.282
H  -1.739  0.155  -2.439
H  0.271  -1.786  -3.455
H  -0.290  1.738  -2.784
H  1.328  1.745  -2.260
H  2.595  0.606  -4.115
H  1.242  -0.742  -6.303
H  0.546  0.819  -5.728
H  2.273  0.750  -6.292
C  -4.716  -4.393  4.106
O  -4.231  -4.865  2.865
C  -5.093  -4.523  1.787
C  -4.330  -4.541  0.474
O  -3.540  -3.370  0.263
C  -2.348  -3.269  1.039
C  -1.248  -4.204  0.568
O  -1.473  -5.520  1.050
C  -0.837  -6.500  0.254
H  -5.686  -4.842  4.339
H  -4.000  -4.675  4.877
H  -4.799  -3.300  4.095
H  -5.525  -3.528  1.945
H  -5.898  -5.266  1.754
H  -5.062  -4.543  -0.337
H  -3.731  -5.446  0.368
H  -2.556  -3.390  2.103
H  -1.999  -2.244  0.895
H  -0.282  -3.866  0.965
H  -1.210  -4.200  -0.529
H  -1.223  -6.472  -0.771
H  -1.060  -7.477  0.679
H  0.249  -6.352  0.252
C  5.243  5.708  2.883
O  4.270  5.533  1.870
C  4.844  5.111  0.642
C  3.799  4.425  -0.220
O  3.543  3.074  0.170
C  2.782  2.901  1.365
C  1.309  3.223  1.183
O  1.094  4.624  1.225
C  -0.090  5.005  0.556
H  5.961  6.484  2.601
H  4.730  6.013  3.794
H  5.765  4.765  3.080
H  5.676  4.420  0.826
H  5.221  6.000  0.124
H  4.195  4.360  -1.237
H  2.876  5.004  -0.271
H  3.218  3.454  2.197
H  2.865  1.838  1.607
H  0.730  2.775  1.999
H  0.964  2.811  0.225
H  -0.037  4.728  -0.504
H  -0.183  6.088  0.623
H  -0.966  4.542  1.023

Results of the Löwdin charge analysis, in e, for atoms 1 through 5: atom 1 (C): -0.12, atom 2 (N): -0.09, atom 3 (C): -0.18, atom 4 (N): 0.16, atom 5 (C): -0.33

=====

# 5
Density functional theory data (the ωB97M-V functional and the def2-TZVPD basis) for 2 unconnected molecules or ions with the total composition C7H12Si.

* energy above the lowest of the compared OMol25 structures with the same formula, charge and spin: 4.296 eV
* HOMO-LUMO gap: 8.2468 eV
* E_tot: -15326.208 eV
* HOMO: -7.96 eV
* SMILES: C=C[Si](=C)C.C#CC

Positions of all 20 atoms, in Å:
C  -1.889  -1.536  1.139
C  -1.253  -1.754  0.007
Si  0.635  -1.569  -0.357
C  1.091  -1.108  -1.976
C  1.654  -1.247  1.164
H  -3.042  -1.593  1.277
H  -1.165  -1.330  1.881
H  -1.861  -1.894  -0.904
H  0.388  -0.833  -2.776
H  2.231  -1.049  -2.165
H  2.183  -2.111  1.522
H  2.461  -0.545  0.998
H  1.108  -0.693  1.937
C  1.227  2.845  -0.002
C  0.077  2.565  -0.071
C  -1.292  2.287  -0.411
H  2.363  2.775  0.113
H  -1.797  1.847  0.500
H  -1.806  3.200  -0.574
H  -1.314  1.743  -1.303

Results of the Löwdin charge analysis, in e, for atoms 1 through 5: atom 1 (C): -0.09, atom 2 (C): -0.30, atom 3 (Si): 0.67, atom 4 (C): -0.24, atom 5 (C): -0.22

=====

F_max values (in eV/Å) by entry order: 0.744; 0.856; 3.074; 2.117; 4.388.